No. 1
An isolated molecule of C9H8N2OS. Source: the OMol25 dataset; level of theory: the ωB97M-V functional and the def2-TZVPD basis.

The geometry in XYZ format:
```
21
C9H8N2OS (the ωB97M-V functional and the def2-TZVPD basis)
C 1.99697 0.39182 -1.51617
C 0.93635 -0.55036 -1.50293
C 2.21190 1.23697 -0.46460
C -0.00084 0.51809 0.44882
C -0.10689 -0.50687 -0.50894
C 1.20674 1.24778 0.48922
C -0.91339 0.90713 1.45163
C -2.14846 0.38860 1.72949
C -1.38940 -2.45669 -1.39364
N -0.38944 2.02292 2.25347
N -1.13437 -1.44230 -0.55695
O -0.77480 -2.76967 -2.36544
S 1.05833 2.48171 1.83800
H 2.76528 0.46882 -2.30380
H 0.98485 -1.31532 -2.32661
H 3.11271 1.81901 -0.60050
H -2.77171 0.82151 2.38022
H -2.64175 -0.44318 1.33224
H -2.21697 -3.15399 -1.14144
H -1.90124 -1.46242 0.04978
H 2.11614 1.79645 2.70815
```

Summary:
E_LUMO, eV: -0.02
Energy above the lowest of the compared OMol25 structures with the same formula, charge and spin, eV: 4.104
Frontier orbital gap, eV: 7.864

---

No. 2
An isolated molecule of C9H8O. Source: the OMol25 dataset; level of theory: the ωB97M-V functional and the def2-TZVPD basis.

The geometry in XYZ format:
```
18
C9H8O (the ωB97M-V functional and the def2-TZVPD basis)
O -1.86448 -0.34606 2.98566
C -1.19799 -0.12473 2.03901
C 0.13541 -1.01065 1.67374
C 0.42531 -0.55654 0.28224
C 1.38324 -1.02669 -0.67485
C 1.55182 -0.38042 -1.90411
C 0.59573 0.59983 -2.27256
C -0.40891 1.03954 -1.39791
C -0.46672 0.50776 -0.15577
C -1.35209 0.93710 0.95032
H 0.78209 -0.63094 2.44179
H -0.03908 -2.00234 1.75172
H 2.00816 -1.86281 -0.29428
H 2.35308 -0.56318 -2.68884
H 0.57882 0.89705 -3.32730
H -1.05692 1.73074 -1.82351
H -0.94340 1.82643 1.38148
H -2.48410 0.96592 1.03316
```

Summary:
E_LUMO, eV: 0.85
Energy above the lowest of the compared OMol25 structures with the same formula, charge and spin, eV: 0.337
Frontier orbital gap, eV: 9.786
Structure (SMILES): O=C1Cc2ccccc2C1

---

No. 3
An isolated molecule of C9H8O3. Source: the OMol25 dataset; level of theory: the ωB97M-V functional and the def2-TZVPD basis.

The geometry in XYZ format:
```
20
C9H8O3 (the ωB97M-V functional and the def2-TZVPD basis)
C 1.26211 -0.18469 -2.05987
C 1.65779 0.73524 -1.13670
C 1.20723 0.67100 0.30168
C 0.96756 -0.76756 0.75397
C 1.80513 -1.72687 1.15043
C -0.49839 -0.46686 0.88867
C -1.87342 -0.66398 0.71231
O -2.57435 -1.74744 1.02796
O -2.49797 0.50844 0.41816
C -1.48921 1.43002 0.12966
O -1.98219 2.58759 -0.31302
C -0.29261 0.91590 0.43879
H 1.54701 -0.02736 -3.06580
H 0.60990 -0.98041 -1.88181
H 2.10389 1.73300 -1.36076
H 1.76341 1.38180 0.81204
H 1.31363 -2.62304 1.52119
H 2.83008 -1.60217 1.13164
H -3.31942 -1.66153 1.61618
H -2.54020 2.48892 -1.08472
```

Summary:
E_LUMO, eV: 0.58
Energy above the lowest of the compared OMol25 structures with the same formula, charge and spin, eV: 4.537
Frontier orbital gap, eV: 8.314
Structure (SMILES): C=C[C@@H]1C(=C)c2c(O)oc(O)c21

---

No. 4
An isolated molecule of C9H8S3. Source: the OMol25 dataset; level of theory: the ωB97M-V functional and the def2-TZVPD basis.

The geometry in XYZ format:
```
20
C9H8S3 (the ωB97M-V functional and the def2-TZVPD basis)
C 1.84426 -2.70564 -0.42849
C 0.94470 -3.73429 -0.21568
C 1.37124 -1.56257 0.15690
C 0.15614 -1.68782 0.79887
C -0.11722 1.87099 0.45090
C -0.97591 1.65964 -0.59686
C -0.44562 -0.47635 1.28208
C 0.48586 0.68545 1.10984
C -1.68187 2.92501 -1.04687
S -0.42799 -3.37177 0.71292
S 2.02850 0.01996 0.24105
S -1.71197 0.24080 -1.06870
H 2.69073 -2.51209 -1.18019
H 1.10041 -4.60146 -0.85675
H 0.46656 2.78430 0.42026
H -1.35553 -0.25304 1.84150
H 0.99138 0.95164 2.01090
H -1.90303 2.87579 -2.16503
H -0.95517 3.67616 -0.99902
H -2.50549 3.21528 -0.46764
```

Summary:
E_LUMO (alpha / beta), eV: -1.37 / -1.38
Energy above the lowest of the compared OMol25 structures with the same formula, charge and spin, eV: 0.939
Frontier orbital gap (alpha / beta), eV: 5.992 / 5.988

---

No. 5
An isolated molecule of C9H9ClN2. Source: the OMol25 dataset; level of theory: the ωB97M-V functional and the def2-TZVPD basis.

The geometry in XYZ format:
```
21
C9H9ClN2 (the ωB97M-V functional and the def2-TZVPD basis)
N 2.55797 -1.33333 -1.88265
C 1.66956 -0.93697 -1.29083
C 0.58638 -0.42551 -0.50262
C 0.14845 -1.51362 0.46434
C -0.92922 -1.20277 1.40995
C -1.09256 -2.28733 0.41828
N -0.59865 0.02142 -1.28336
C -0.95371 1.22426 -1.34563
C -0.29489 2.38761 -0.65483
C 0.85735 1.97779 0.19591
C 1.19202 0.71776 0.28649
Cl 2.52909 0.19511 1.27987
H 1.07528 -2.00944 0.98965
H -1.67261 -0.37695 1.37890
H -0.70959 -1.59827 2.43069
H -1.13795 -3.28412 0.93846
H -1.87281 -2.14220 -0.38125
H -1.72501 1.54951 -1.86750
H -1.06477 2.98607 -0.04840
H 0.09343 3.16160 -1.35111
H 1.34224 2.88937 0.81566
```

Summary:
E_LUMO, eV: 0.63
Energy above the lowest of the compared OMol25 structures with the same formula, charge and spin, eV: 3.374
Frontier orbital gap, eV: 10.455
Structure (SMILES): N#C[C@]1(C2CC2)N=CCC=C1Cl

---

No. 6
A structure of composition C9H9ClNO5S2. Source: the OMol25 dataset; level of theory: the ωB97M-V functional and the def2-TZVPD basis.

The geometry in XYZ format:
```
27
C9H9ClNO5S2 (the ωB97M-V functional and the def2-TZVPD basis)
O -4.91613 0.51104 0.74160
C -4.00664 0.05690 1.34967
Cl -3.29795 1.06286 2.70372
C -3.39372 -1.34208 1.01645
S -1.79170 -1.03322 0.11424
O -0.93768 -0.33702 1.09317
O -1.30071 -2.38115 -0.22431
N -2.23667 -0.11208 -1.18770
S -0.90359 0.30908 -2.13865
O -0.26770 -0.83916 -2.80472
O -1.47590 1.14866 -3.21495
C 0.28420 1.39494 -1.27470
C 1.46487 0.70573 -0.54316
C 1.70993 -0.70948 -0.40315
C 2.85303 -1.22481 0.35615
C 3.79655 -0.33301 0.99279
C 3.57240 1.11360 0.86247
C 2.44248 1.60641 0.10489
H -3.06349 -1.78467 1.99529
H -4.07128 -2.01003 0.43975
H -0.28821 1.99661 -0.51498
H 0.66051 2.15048 -2.01966
H 1.00243 -1.44392 -0.83980
H 2.94950 -2.32707 0.43988
H 4.64911 -0.71619 1.59973
H 4.27013 1.83083 1.34374
H 2.29621 2.70678 0.01223
```

Summary:
E_LUMO, eV: 2.90
Net charge: -1
Frontier orbital gap, eV: 8.813

---

No. 7
A cluster of 2 separate species, C9H9ClS2Si in total. Source: the OMol25 dataset; level of theory: the ωB97M-V functional and the def2-TZVPD basis.

The geometry in XYZ format:
```
22
C9H9ClS2Si (the ωB97M-V functional and the def2-TZVPD basis)
C -3.36159 -1.82704 1.03165
C 2.92146 1.05794 0.19716
C -2.49405 -0.83179 0.60496
C 1.90500 1.21864 -0.67688
C -3.55630 -2.82131 0.06109
C 2.78827 -0.02490 1.03987
C -1.90915 -1.04935 -0.68744
C 0.87709 0.27557 -0.58871
C -1.55781 2.97067 -0.27692
Si -0.71299 -0.06251 -1.56402
S -2.66067 -2.46322 -1.34562
S 1.28229 -0.77086 0.87405
Cl -1.42286 2.93992 1.46169
H -4.08464 -1.68260 1.83254
H 3.81176 1.56803 0.32863
H -2.06169 -0.03397 1.18384
H 1.81063 2.05530 -1.35625
H -4.20786 -3.60380 0.14099
H 3.56606 -0.47143 1.70030
H -0.64101 3.00185 -0.85970
H -2.43425 3.56415 -0.65850
H -0.35100 -0.10236 -2.94938
```

Summary:
E_LUMO (alpha / beta), eV: -0.58 / -0.19
Energy above the lowest of the compared OMol25 structures with the same formula, charge and spin, eV: 3.679
Frontier orbital gap (alpha / beta), eV: 7.818 / 6.296

---

No. 8
A structure of composition C9H9F3I2IrO4SYb. Source: the OMol25 dataset; level of theory: the ωB97M-V functional and the def2-TZVPD basis.

The geometry in XYZ format:
```
30
C9H9F3I2IrO4SYb (the ωB97M-V functional and the def2-TZVPD basis)
I 1.60201 -3.48603 -0.40148
I 1.80587 3.37423 -1.52079
Yb -0.17317 1.42976 -0.13327
Ir 0.06838 -1.41634 -0.05455
S 1.56570 -0.12249 -1.59719
C -1.31236 -2.00294 -1.19574
C -0.96233 -1.53684 1.53189
C 0.93535 -0.04866 -3.31038
C 1.90274 0.83233 -4.08832
C -0.44883 0.55393 -3.31909
C 0.95701 -1.46127 -3.88825
C -1.50100 1.86449 2.01609
C -2.37388 2.44950 -0.91369
O -1.56584 -1.70856 2.50841
O -2.14674 -2.47678 -1.85195
O -1.88476 1.91509 3.09474
O -3.35137 2.90741 -1.30489
H 1.57013 0.87578 -5.13266
H 2.91392 0.42111 -4.03801
H 1.92289 1.85048 -3.67230
H -0.77474 0.63914 -4.36515
H -0.41168 1.56792 -2.89178
H -1.16747 -0.06663 -2.77424
H 0.68791 -1.40572 -4.95482
H 0.25260 -2.12315 -3.37218
H 1.96058 -1.88893 -3.79061
F 1.62023 -1.15466 2.44236
C 1.61800 -0.64260 1.19432
F 1.40703 0.79834 1.41576
F 2.87632 -0.70323 0.71567
```

Summary:
Multiplicity: 6
E_LUMO (alpha / beta), eV: -15.09 / -18.38
Net charge: +4
Energy above the lowest of the compared OMol25 structures with the same formula, charge and spin, eV: 0.000
Frontier orbital gap (alpha / beta), eV: 8.785 / 5.265

---

No. 9
A structure of composition C9H9F6N3OS2. Source: the OMol25 dataset; level of theory: the ωB97M-V functional and the def2-TZVPD basis.

The geometry in XYZ format:
```
30
C9H9F6N3OS2 (the ωB97M-V functional and the def2-TZVPD basis)
C -6.02276 1.57912 -0.64418
C -5.86558 0.05641 -0.75552
H -6.84594 -0.28401 -0.63519
H -5.51820 -0.33612 -1.69995
S -4.99261 -0.78650 0.47012
C -3.49068 -0.33312 0.10507
N -3.26115 0.20858 -0.90529
N -1.89977 0.51763 -1.41670
C -1.18757 0.06836 -0.43980
N 0.28058 0.07097 -0.39554
C 0.94408 -0.16876 0.64114
O 0.44122 -0.79127 1.50653
C 2.56505 -0.39738 0.32631
C 3.27380 -0.72436 1.69806
H 2.97636 -1.87820 1.63018
H 4.26123 -0.75047 1.68574
H 2.96091 -0.45684 2.61180
C 2.95837 -1.03075 -0.73380
F 4.42576 -0.87923 -1.01695
F 2.56837 -2.20388 -0.64257
F 2.44760 -0.47684 -2.04221
C 2.79034 1.36745 0.48980
F 4.22042 1.58489 0.35608
F 2.37436 1.99740 1.55989
F 2.39955 2.03764 -0.99742
H 0.69515 0.57781 -1.23096
S -1.99581 -0.85328 0.99329
H -6.69152 2.09135 -1.55527
H -6.53715 1.90053 0.33514
H -5.04691 1.95112 -0.82035
```

Summary:
E_LUMO, eV: -0.28
Frontier orbital gap, eV: 8.743

---

No. 10
An isolated molecule of C9H9IO2S. Source: the OMol25 dataset; level of theory: the ωB97M-V functional and the def2-TZVPD basis.

The geometry in XYZ format:
```
22
C9H9IO2S (the ωB97M-V functional and the def2-TZVPD basis)
C 2.96082 -0.99747 0.11978
C 2.27982 -1.63907 1.09239
C 2.35208 -0.41361 -0.92818
C 0.86465 -1.63140 1.00841
C 0.99851 -0.34988 -1.03208
C 0.27018 -1.01397 -0.03409
C -1.15262 2.99031 0.02459
C -1.57815 1.80124 -0.41081
C -2.14441 0.68519 0.45918
O -1.98394 -1.09248 -1.49156
O -2.02628 -1.98397 0.78248
S -1.58357 -1.00168 -0.14050
I -4.20718 0.52833 0.13414
H 4.06510 -0.95845 0.14239
H 2.67480 -2.21351 1.94856
H 3.07016 -0.09972 -1.65927
H 0.36903 -2.17000 1.78926
H 0.37726 -0.12583 -1.92205
H -0.92317 3.64904 -0.79933
H -1.26311 3.56404 0.89627
H -1.57023 1.51237 -1.42595
H -1.84977 0.96052 1.44637
```

Summary:
E_LUMO, eV: 0.20
Energy above the lowest of the compared OMol25 structures with the same formula, charge and spin, eV: 0.000
Frontier orbital gap, eV: 9.721

---

No. 11
The ion C9H9N2 with charge +1. Source: the OMol25 dataset; level of theory: the ωB97M-V functional and the def2-TZVPD basis.

The geometry in XYZ format:
```
20
C9H9N2 (the ωB97M-V functional and the def2-TZVPD basis)
C 1.32862 -0.07704 1.96587
C 0.46449 -1.21723 1.74950
C 1.43368 0.90937 1.07558
C -0.34750 -1.30453 0.69980
C 0.66900 0.92299 -0.21162
C -0.41680 -0.19063 -0.31951
C -2.89029 0.67829 -0.68418
C 0.05173 -0.88105 -1.76834
C -1.70179 0.30806 -0.44252
N 1.53137 0.65876 -1.38429
N 1.10738 -0.32684 -2.11322
H 1.89575 -0.04474 2.88059
H 0.49625 -2.02253 2.46870
H 2.08736 1.75222 1.23953
H -1.00396 -2.14087 0.52624
H 0.21228 1.91358 -0.34850
H -3.34898 0.61154 -1.66266
H -3.54735 1.10524 0.06343
H -0.49161 -1.65837 -2.25348
H 2.47039 1.00378 -1.48091
```

Summary:
E_LUMO (alpha / beta), eV: -6.10 / -6.10
Net charge: +1
Energy above the lowest of the compared OMol25 structures with the same formula, charge and spin, eV: 6.488
Frontier orbital gap (alpha / beta), eV: 6.599 / 6.600

---

No. 12
A structure of composition C9H9N2P. Source: the OMol25 dataset; level of theory: the ωB97M-V functional and the def2-TZVPD basis.

The geometry in XYZ format:
```
21
C9H9N2P (the ωB97M-V functional and the def2-TZVPD basis)
C -2.83107 -0.53547 -0.68023
C -2.64241 -0.77882 0.67301
C -2.10638 0.38532 -1.42527
C -1.52166 -0.29698 1.33706
C -0.97344 0.87200 -0.77985
C -0.71202 0.59324 0.57219
C 1.87235 -0.94465 -0.29272
C 1.94434 0.35773 0.35882
C 0.43257 1.29527 1.07525
N 2.96661 -1.39301 -0.82284
N 4.01192 -0.51638 -0.53312
P 3.57069 0.90499 0.25190
H -3.61250 -0.98479 -1.17556
H -3.20630 -1.43107 1.35842
H -2.33542 0.42338 -2.47811
H -1.37967 -0.40994 2.42126
H -0.35959 1.49697 -1.33712
H 0.94999 -1.40600 -0.52676
H 0.50008 2.20696 0.61745
H 0.52519 1.13671 2.10802
H 4.90671 -0.97546 -0.72179
```

Summary:
Multiplicity: 3
E_LUMO (alpha / beta), eV: 0.82 / -2.32
Frontier orbital gap (alpha / beta), eV: 6.273 / 6.584

---

- What is the formula in the seventh record?
  C9H9ClS2Si